{
  "formula": "C28H28Br3N5O14V",
  "method": "ωB97M-V/def2-TZVPD",
  "symbols": ["O", "V", "O", "O", "C", "C", "O", "H", "H", "H", "H", "C", "N", "O", "O", "H", "H", "H", "C", "C", "C", "C", "C", "C", "N", "O", "O", "H", "H", "H", "H", "H", "C", "C", "C", "C", "C", "C", "N", "O", "O", "H", "H", "H", "H", "H", "C", "C", "C", "C", "C", "C", "N", "O", "O", "H", "H", "H", "H", "H", "C", "C", "C", "C", "C", "C", "N", "O", "O", "H", "H", "H", "H", "H", "C", "Br", "Br", "Br", "H"],
  "positions_angstrom": [[1.878, 6.057, 0.892], [0.461, 5.425, 0.507], [-0.683, 5.923, 1.601], [-0.218, 3.384, -0.200], [-0.412, 1.991, 0.179], [-0.344, 0.856, -0.879], [-1.235, 0.999, -2.028], [-1.423, 1.755, 0.511], [0.151, 1.741, 1.078], [-0.249, -0.139, -0.445], [0.664, 1.027, -1.257], [-3.530, 4.224, 1.148], [-4.051, 3.666, -0.144], [-3.159, 3.424, -0.970], [-5.227, 3.397, -0.271], [-2.999, 5.159, 0.969], [-2.985, 3.387, 1.582], [-4.400, 4.295, 1.801], [-4.637, 1.255, 3.203], [-3.573, 0.815, 2.392], [-3.868, 0.252, 1.169], [-5.200, 0.364, 0.639], [-6.232, 0.821, 1.487], [-5.970, 1.214, 2.763], [-5.499, 0.033, -0.792], [-4.577, -0.224, -1.567], [-6.634, -0.007, -1.135], [-4.406, 1.782, 4.117], [-2.512, 0.853, 2.590], [-2.957, -0.103, 0.711], [-7.244, 0.790, 1.109], [-6.758, 1.679, 3.337], [5.865, 0.470, -3.386], [4.637, 0.350, -4.045], [3.633, 1.180, -3.626], [3.755, 2.077, -2.565], [4.960, 2.184, -1.943], [6.032, 1.338, -2.381], [2.754, 3.072, -2.210], [2.950, 3.837, -1.265], [1.695, 3.266, -2.896], [6.707, -0.116, -3.723], [4.441, -0.383, -4.813], [2.742, 1.048, -4.222], [5.062, 2.701, -1.000], [6.902, 1.395, -1.743], [4.569, -4.174, -4.329], [3.742, -3.385, -5.129], [2.601, -2.807, -4.578], [2.332, -3.000, -3.173], [3.208, -3.791, -2.410], [4.388, -4.278, -2.931], [1.104, -2.497, -2.519], [1.081, -2.537, -1.286], [0.252, -1.947, -3.197], [5.455, -4.577, -4.799], [3.921, -3.312, -6.192], [1.784, -2.487, -5.209], [2.947, -3.987, -1.380], [5.068, -4.868, -2.335], [-0.350, -2.179, 2.429], [-0.766, -3.235, 1.634], [-0.963, -4.525, 2.135], [-0.720, -4.801, 3.508], [-0.218, -3.744, 4.238], [-0.067, -2.430, 3.746], [-0.937, -6.081, 4.105], [-0.566, -7.016, 3.376], [-1.438, -6.285, 5.192], [-0.399, -1.181, 2.021], [-0.962, -3.092, 0.582], [-1.267, -5.306, 1.454], [0.085, -3.820, 5.272], [0.248, -1.710, 4.487], [0.349, 2.943, 4.301], [-0.172, 1.014, 4.416], [-1.166, 4.150, 4.047], [1.765, 3.252, 2.974], [0.784, 3.177, 5.273]],
  "atomic_forces_ev_per_a": [[-1.202, -0.648, -0.503], [-2.648, -2.827, 1.642], [2.430, -0.538, -2.596], [1.327, 1.236, 1.561], [-1.498, 0.374, 0.311], [-0.151, 2.265, -4.471], [1.704, -0.582, 3.529], [-0.946, 1.212, 0.321], [0.896, 0.017, -0.081], [-0.621, -0.389, 0.790], [1.068, -0.216, -0.491], [-1.331, -0.786, 0.299], [2.624, -0.563, -1.262], [-1.918, 0.624, 1.043], [-0.330, 0.175, 0.100], [0.140, -0.473, 0.141], [0.757, 0.446, -0.297], [-0.058, 0.602, -0.111], [0.514, 0.625, -0.243], [-1.654, -0.303, 0.444], [-1.074, 0.652, -1.204], [1.420, -0.144, 1.268], [0.239, -1.279, -2.119], [1.369, 0.667, 0.609], [2.916, -0.793, -0.463], [-0.330, 0.423, 1.626], [-2.713, 0.287, 0.004], [-0.018, -0.179, 0.321], [-0.116, 0.217, 0.781], [-0.565, -0.217, -1.265], [-0.009, 0.267, -0.167], [-0.021, -0.247, 0.276], [0.386, -1.349, -1.759], [0.616, 0.461, 1.007], [-1.619, -0.236, -1.000], [0.334, 0.190, -0.823], [1.368, -1.647, 0.555], [-1.170, 2.166, 2.448], [-4.587, 2.722, -0.865], [0.975, -1.158, -0.155], [3.416, -1.789, 0.910], [0.079, -0.267, 0.079], [0.171, 0.098, -0.086], [-0.607, 0.569, 0.501], [0.030, 0.522, -0.303], [0.406, -0.153, -0.413], [0.795, 1.082, 0.659], [-0.574, -0.423, 0.807], [-1.031, -0.996, 1.911], [1.262, -0.976, -1.727], [-0.630, 1.073, 0.444], [-0.533, -0.491, -1.928], [-0.409, 1.521, 0.415], [0.010, -0.520, -0.921], [0.841, -0.994, 0.180], [0.092, -0.284, 0.085], [0.006, 0.008, -0.049], [0.156, 0.776, 0.035], [0.009, 0.178, 0.091], [-0.015, 0.024, 0.055], [-0.648, 0.361, -0.061], [-0.269, -1.176, -0.162], [0.333, -0.179, 0.631], [0.131, 2.739, -1.130], [0.118, 0.856, 1.051], [-0.074, -1.463, 0.414], [0.480, -2.916, -1.160], [-0.313, 0.662, 0.467], [0.140, 1.216, -0.010], [0.456, 0.143, -0.091], [-0.016, 0.221, -0.057], [-0.144, -0.099, 0.126], [-0.268, -0.628, 0.194], [0.116, 0.265, -0.318], [0.043, -0.194, -0.027], [0.237, 1.282, -0.196], [0.608, -0.829, 0.172], [-0.745, -0.170, 0.533], [-0.165, -0.106, -0.323]],
  "e_homo_ev": -2.5,
  "charge": -1
}